Entry 1:
ORCA calculation (ωB97M-V with the def2-TZVPD basis set) on a molecular structure, C22H25IrO4 at a distorted geometry.

Results
Energy above the lowest of the compared OMol25 structures with the same formula, charge and spin, kJ/mol: 0.0
Orbital gap (spin up / spin down), Eh: 0.1219 / 0.2512
HOMO level (spin up / spin down), eV: -0.858 / -5.362
E_LUMO (spin up / spin down), hartree: 0.090 / 0.054
Multiplicity: 6
E_tot, eV: -34240.6945
Total charge: -1

Last column: Mulliken charge in e.
Cartesian coordinates (Å):
Ir -0.044 -1.064 -0.344  0.9822
C -1.763 -0.375 -1.683  -0.6708
C -0.905 0.742 -1.848  -0.8724
C 0.387 0.270 -2.206  -0.5378
H -1.154 1.789 -1.699  0.3489
C 0.289 -1.161 -2.450  -0.6422
C -1.046 -1.575 -2.079  -0.7808
H -1.481 -2.561 -2.147  0.5260
H -2.806 -0.417 -1.395  1.0098
H 1.297 0.860 -2.302  0.8017
H 1.080 -1.778 -2.877  0.4059
C -0.478 -0.845 1.861  -0.6070
C -0.704 -2.179 1.365  -0.2336
C 0.562 -2.678 0.876  -1.0707
H -1.648 -2.716 1.372  0.4873
C 1.557 -1.655 1.076  -0.1585
C 0.894 -0.517 1.659  -0.7531
H 1.373 0.435 1.899  0.5107
H -1.209 -0.210 2.345  0.5451
H 0.732 -3.670 0.467  0.4123
H 2.623 -1.736 0.855  0.5457
O 1.880 1.428 -0.058  -0.2965
C 3.315 1.389 -0.312  1.6817
C 3.302 2.874 -0.757  -0.8916
C 3.682 0.380 -1.370  -1.7122
C 4.059 1.117 0.973  -1.6859
C 1.820 2.855 -0.369  -0.4851
H 3.454 2.994 -1.834  0.3095
H 3.933 3.522 -0.140  0.3381
H 1.593 3.436 0.538  0.3091
H 1.103 3.046 -1.182  0.1736
H 4.774 0.325 -1.466  0.4927
H 3.267 0.637 -2.343  0.4458
H 3.310 -0.613 -1.096  0.1482
H 5.125 1.330 0.829  0.4708
H 3.950 0.058 1.234  0.2498
H 3.673 1.750 1.774  0.4033
O -3.669 -0.947 0.564  -0.5941
C -4.607 -0.444 1.307  0.7206
C -5.681 -1.226 1.841  -0.7350
C -6.552 -0.655 2.746  -0.6238
C -6.332 0.651 3.215  -0.2256
C -5.275 1.418 2.723  -0.9604
C -4.459 0.947 1.704  0.3882
C -3.292 1.748 1.184  0.3769
O -3.241 2.967 1.160  -0.7381
O -2.290 0.989 0.754  -0.3702
H -2.804 0.013 0.612  0.1451
H -5.778 -2.269 1.547  0.3754
H -7.416 -1.209 3.133  0.3200
H -7.004 1.081 3.956  0.3665
H -5.060 2.403 3.126  0.3544

Atoms 1-2, force components in eV/Å:
Ir 0.1 1.4 -1.5
C -0.4 -0.4 -1.3

=====

Entry 2:
ORCA calculation (ωB97M-V with the def2-TZVPD basis set) on 2 unconnected molecules or ions with the total composition C8H9F2N2O at a distorted geometry.

Results
Energy above the lowest of the compared OMol25 structures with the same formula, charge and spin, kJ/mol: 6.4
Orbital gap (spin up / spin down), Eh: 0.2674 / 0.1885
HOMO level (spin up / spin down), eV: -10.544 / -12.793
E_LUMO (spin up / spin down), hartree: -0.120 / -0.282
Multiplicity: 3
E_tot, eV: -18890.9944
Total charge: +1

Last column: Mulliken charge in e.
Cartesian coordinates (Å):
C -3.113 0.738 -0.464  -0.4769
C -2.264 0.487 -1.483  -0.3849
C -2.934 0.092 0.796  -0.4817
C -1.059 -0.306 -1.333  -0.5398
C -1.643 -0.551 1.059  -0.6307
C -0.804 -0.851 -0.014  1.3780
C 2.028 0.135 0.358  0.3234
C 0.408 -1.523 0.145  -0.0863
N 2.360 0.482 1.559  -0.3270
N 2.567 0.500 -0.749  -0.0115
O 3.740 1.367 -0.776  -0.4094
F 0.599 -2.210 1.274  -0.2540
F 1.067 -2.060 -0.855  -0.2449
H -4.016 1.206 -0.745  0.3975
H -2.576 0.861 -2.448  0.3780
H -3.604 0.277 1.674  0.3487
H -0.311 -0.352 -2.107  0.3981
H -1.542 -0.904 2.075  0.3857
H 1.686 0.145 2.312  0.2821
H 2.967 1.283 1.745  0.2840
H 1.980 0.361 -1.674  0.2915
H 4.466 0.825 -0.348  0.3803

Atoms 1-2, force components in eV/Å:
C -0.7 -1.8 1.6
C 2.9 -1.5 -1.4

=====

Entry 3:
ORCA calculation (ωB97M-V with the def2-TZVPD basis set) on 2 unconnected molecules or ions with the total composition C6H12O at a distorted geometry.

Results
Energy above the lowest of the compared OMol25 structures with the same formula, charge and spin, kJ/mol: 230.1
SMILES string: C=C/C(C)=C/C.O
Orbital gap, Eh: 0.3400
HOMO level, eV: -8.311
E_LUMO, hartree: 0.035
E_tot, eV: -8461.9695

Last column: Mulliken charge in e.
Cartesian coordinates (Å):
C -2.001 1.824 -0.008  -1.2825
C -1.314 0.610 0.554  1.0442
C -1.795 -0.635 0.406  -0.3384
C -3.053 -1.046 -0.296  -1.1826
C 0.907 0.208 1.555  -0.5723
C -0.273 0.838 1.600  -0.6483
H -3.043 1.635 -0.219  0.3799
H -2.098 2.521 0.825  0.3938
H -1.513 2.265 -0.857  0.2205
H -1.194 -1.456 0.790  0.3145
H -3.441 -0.220 -0.885  0.2949
H -2.915 -1.866 -1.006  0.3166
H -3.841 -1.368 0.384  0.2681
H 1.089 -0.580 0.836  0.2628
H 1.771 0.599 2.073  0.2741
H -0.208 1.916 1.760  0.2548
H 6.742 -1.197 -2.191  0.3178
H 5.916 -0.638 -3.217  0.3173
O 6.002 -1.481 -2.750  -0.6352

Atoms 1-2, force components in eV/Å:
C -0.5 -0.2 1.4
C -1.1 -1.4 1.1

=====

Entry 4:
ORCA calculation (ωB97M-V with the def2-TZVPD basis set) on a single C2H10N2OSi molecule at a distorted geometry.

Results
Energy above the lowest of the compared OMol25 structures with the same formula, charge and spin, kJ/mol: 172.5
SMILES string: CCO[SiH](N)N
Orbital gap, Eh: 0.3752
HOMO level, eV: -9.340
E_LUMO, hartree: 0.032
E_tot, eV: -15141.9721

Last column: Mulliken charge in e.
Cartesian coordinates (Å):
C -1.715 1.531 0.814  -0.8709
C -1.639 0.397 -0.197  -0.1998
N 1.717 -2.310 -0.523  -0.4615
N 1.932 0.179 0.479  -0.4165
O -0.796 -0.707 0.071  -0.5617
Si 1.089 -0.692 -0.793  0.4298
H -1.973 1.095 1.804  0.2545
H -0.782 2.095 0.976  0.2443
H -2.536 2.312 0.338  0.2764
H -1.359 0.910 -1.169  0.1930
H -2.678 0.019 -0.380  0.2894
H 1.514 -2.504 0.467  0.2383
H 1.746 -3.169 -1.039  0.2268
H 1.540 0.447 1.313  0.2285
H 2.746 0.786 0.170  0.2176
H 1.194 -0.389 -2.332  -0.0883

Atoms 1-2, force components in eV/Å:
C -1.4 1.1 -0.2
C -0.1 0.5 -1.9

=====

Entry 5:
ORCA calculation (ωB97M-V with the def2-TZVPD basis set) on 2 unconnected molecules or ions with the total composition C14H16 at a distorted geometry.

Results
Energy above the lowest of the compared OMol25 structures with the same formula, charge and spin, kJ/mol: 261.4
SMILES string: Cc1ccccc1.Cc1ccccc1
Orbital gap, Eh: 0.3570
HOMO level, eV: -8.802
E_LUMO, hartree: 0.033
E_tot, eV: -14775.0560

Last column: Mulliken charge in e.
Cartesian coordinates (Å):
C -4.117 1.725 1.034  -1.2486
C -2.486 3.195 -0.166  -0.3914
C -2.705 2.120 0.723  0.8738
C -1.233 3.846 -0.276  -0.6687
C -0.134 3.077 0.249  -0.4128
C -1.574 1.459 1.288  -0.5214
C -0.344 2.012 1.031  -0.0586
H -3.456 3.504 -0.671  0.1805
H -0.970 4.735 -0.715  0.4468
H -4.844 2.202 0.368  0.3514
H -4.335 2.268 2.024  0.2597
H 0.939 3.453 0.165  0.2639
H -1.776 0.617 1.850  0.4366
H 0.591 1.565 1.522  0.1748
H -4.197 0.645 1.281  0.3259
C 3.690 -2.223 -2.133  -1.5166
C 1.477 -1.622 0.947  -0.4616
C 2.483 -1.480 -0.017  -0.4966
C 0.526 -2.608 0.796  -0.4818
C 2.579 -2.401 -1.115  0.9305
C 0.585 -3.486 -0.294  -0.3234
C 1.679 -3.442 -1.257  -0.5414
H 1.238 -0.907 1.616  0.5728
H 3.223 -0.612 0.020  0.2467
H -0.327 -2.706 1.585  0.2530
H -0.158 -4.235 -0.533  0.3558
H 4.640 -2.502 -1.707  0.3204
H 4.032 -1.368 -2.528  0.4769
H 1.803 -4.252 -2.021  0.3398
H 3.171 -2.577 -3.069  0.3136

Atoms 1-2, force components in eV/Å:
C 0.2 0.8 2.3
C -1.0 1.0 0.2

=====

Entry 6:
ORCA calculation (ωB97M-V with the def2-TZVPD basis set) on a molecular structure, C36H28BrCl3FNO6SeTc.

Results
Energy above the lowest of the compared OMol25 structures with the same formula, charge and spin, kJ/mol: 135.6
Orbital gap (spin up / spin down), Eh: 0.2755 / 0.2296
HOMO level (spin up / spin down), eV: -7.881 / -7.832
E_LUMO (spin up / spin down), hartree: -0.014 / -0.058
Multiplicity: 4
E_tot, eV: -229436.3498

Last column: Mulliken charge in e.
Cartesian coordinates (Å):
Tc 0.393 -2.278 0.276  1.2948
C -6.846 -1.375 -1.573  -1.7348
C -6.302 -0.178 -0.802  0.5053
C -6.663 1.123 -1.495  -1.0002
C -6.104 2.309 -0.729  -1.0496
C -4.609 2.174 -0.617  1.0700
C -3.796 3.278 -0.541  -0.9627
C -2.416 3.126 -0.445  0.0522
F -1.655 4.231 -0.379  -0.3416
C -1.829 1.898 -0.421  -0.1971
C -2.637 0.756 -0.488  0.1410
C -2.014 -0.563 -0.385  1.3215
O -0.761 -0.647 -0.398  -0.8587
C -2.905 -1.662 -0.279  -0.4493
C -4.245 -1.449 -0.450  -0.4235
N -4.820 -0.259 -0.651  0.2320
C -4.027 0.891 -0.594  0.0850
C -2.513 -3.085 0.037  0.2206
O -3.336 -3.966 -0.098  -0.7139
O -1.317 -3.271 0.518  -0.7291
H -7.870 -1.159 -1.877  0.4262
H -6.868 -2.289 -0.981  0.5062
H -6.252 -1.556 -2.472  0.3924
H -6.730 -0.170 0.204  0.1213
H -7.749 1.185 -1.570  0.3910
H -6.256 1.111 -2.510  0.3358
H -6.546 2.339 0.272  0.3278
H -6.356 3.249 -1.220  0.4475
H -4.222 4.274 -0.551  0.4984
H -0.755 1.788 -0.355  -0.0802
H -4.884 -2.320 -0.431  0.6427
Cl 5.422 -0.842 4.897  -0.2390
C 4.456 -0.971 3.456  0.4837
C 3.079 -0.995 3.560  -0.8899
C 2.359 -1.130 2.393  1.0809
Cl 0.602 -1.092 2.410  -0.1885
C 2.922 -1.267 1.122  -0.0320
O 2.173 -1.430 0.047  -0.7900
C 4.316 -1.181 1.071  0.3505
Cl 5.080 -1.242 -0.478  -0.2108
C 5.077 -1.050 2.219  -0.7101
H 2.587 -0.912 4.519  0.4587
H 6.156 -1.020 2.149  0.4547
C 3.617 7.515 0.047  -1.5013
C 3.177 6.079 -0.044  0.8377
C 2.382 5.637 -1.096  -1.0156
C 1.979 4.316 -1.205  0.7482
C 1.108 3.916 -2.367  -1.4163
C 2.387 3.389 -0.212  0.0826
Se 1.878 1.589 -0.356  0.0051
C 3.186 3.828 0.872  1.0421
C 3.674 2.923 1.976  -1.0420
C 3.564 5.163 0.925  -0.9085
H 3.231 8.103 -0.785  0.3332
H 4.707 7.587 0.039  0.3474
H 3.269 7.970 0.977  0.3399
H 2.070 6.345 -1.857  0.2453
H 1.024 4.738 -3.079  0.4050
H 0.104 3.654 -2.026  0.1137
H 1.507 3.043 -2.879  0.3530
H 3.263 1.920 1.898  -0.1466
H 3.402 3.338 2.949  0.4001
H 4.764 2.845 1.945  0.3500
H 4.183 5.497 1.753  0.4247
Br 3.196 -5.279 -2.740  -0.1501
C 2.650 -6.390 -1.311  0.2075
C 3.109 -7.697 -1.304  -0.5244
C 2.770 -8.542 -0.259  -0.4225
C 1.978 -8.084 0.784  -0.6490
C 1.532 -6.774 0.779  -0.4412
C 1.853 -5.916 -0.270  0.3024
C 1.351 -4.521 -0.167  1.1815
O 0.887 -3.874 -1.141  -0.6619
O 1.361 -3.943 0.980  -0.6703
H 3.732 -8.046 -2.116  0.4065
H 3.132 -9.563 -0.258  0.3756
H 1.716 -8.743 1.602  0.3883
H 0.919 -6.393 1.585  0.4200

Atoms 1-2, force components in eV/Å:
Tc 0.2 -0.8 -0.3
C 0.0 0.0 0.0

=====

Number 5 is which compound?
C14H16

=====

Look up the E_tot of the first one.
-34240.6945 eV